No. 1
Here is a molecular structure, C29H44GeN4O3Tl at a distorted geometry from the Open Molecules 2025 dataset. Energies are from ωB97M-V with the def2-TZVPD basis set.

```
82
Properties=species:S:1:pos:R:3:forces:R:3:mulliken_charge:R:1
Tl 2.570 2.063 -1.443 -0.3 0.4 0.7 0.43
C -0.670 0.542 1.319 -0.3 -0.6 -0.8 -0.71
C -1.027 1.958 1.449 -1.8 1.4 2.0 -1.16
C -0.263 3.113 1.096 -1.2 -4.9 0.2 1.12
C -0.914 4.370 0.919 -1.7 -1.7 1.9 -0.76
C -0.237 5.265 0.198 -4.0 2.8 0.5 0.04
C 1.034 4.979 -0.238 4.9 0.3 -0.9 -0.79
C 1.775 3.748 0.044 -3.5 -0.1 0.1 -0.53
N 1.013 2.742 0.683 1.3 2.7 -1.1 -0.19
N 0.402 -0.060 2.168 1.1 -0.1 1.1 1.12
C 1.069 0.775 3.256 -5.3 1.5 -2.1 -1.15
C 0.539 0.245 4.478 0.0 -3.8 4.7 0.73
C -0.172 1.045 5.359 -1.4 0.5 -0.2 -0.42
C -0.853 0.732 6.525 -2.1 0.4 0.5 -0.41
C -0.886 -0.621 6.836 2.8 -0.4 -2.0 -0.64
C -0.106 -1.483 6.007 3.0 -1.3 -2.0 -0.18
N 0.711 -1.086 4.870 -2.8 1.0 2.2 -0.45
C 1.401 -0.921 1.487 -3.7 0.2 -2.2 -0.97
C 1.027 -2.387 1.475 -0.1 -3.4 -1.0 0.38
C 0.125 -2.959 2.320 -0.8 2.6 1.7 0.29
C -0.402 -4.243 2.282 1.3 0.3 -4.0 -1.12
C -0.004 -4.972 1.099 -0.2 0.4 1.4 -0.64
C 1.021 -4.550 0.297 -0.7 1.2 1.2 -0.07
N 1.465 -3.298 0.494 4.8 4.3 -1.5 0.38
H -0.167 0.608 0.410 1.2 -0.5 -2.4 0.26
H -1.579 -0.173 1.029 1.7 1.3 1.5 0.20
H -5.747 4.055 1.071 -0.3 0.4 -0.1 0.15
H -2.026 2.083 1.900 0.3 0.5 -0.3 -0.07
H -2.028 4.447 1.347 2.7 0.0 -1.2 0.12
H -1.067 6.137 0.067 3.1 -0.9 -0.5 0.12
H 1.758 5.763 -0.607 -1.4 -0.5 0.0 0.26
H -5.297 3.519 1.269 0.4 -0.4 0.1 -0.16
H 0.633 1.861 3.268 0.9 -1.8 -0.8 -0.02
H 2.080 0.849 3.191 3.0 -0.1 -0.4 0.91
H -0.534 1.874 4.865 -0.1 2.6 -0.5 0.39
H -1.635 1.500 7.102 2.6 -1.9 -1.7 0.22
H -1.174 -0.962 7.766 -1.2 -0.9 1.6 0.44
H 0.117 -2.681 6.189 -1.0 3.4 -0.1 0.26
H 2.228 -0.723 2.109 2.1 -0.1 -0.7 0.70
H 1.271 -0.757 0.305 1.5 0.5 2.1 0.12
H -0.158 -2.041 2.897 -0.7 -1.6 0.7 0.31
H -1.297 -4.510 2.750 -0.9 -0.4 1.1 0.41
H -0.461 -5.859 0.750 -0.5 -1.1 0.4 0.42
H 1.617 -5.127 -0.372 -0.2 -0.3 -0.6 0.29
C -0.633 3.050 -4.699 -6.0 -3.8 -1.1 -0.35
O -1.703 3.949 -4.302 1.1 0.3 1.5 -0.40
C -1.748 4.256 -2.868 -1.4 -6.1 -1.9 -0.62
C -2.767 3.155 -2.203 1.9 1.5 3.4 -0.33
O -2.672 1.739 -2.588 -0.9 2.6 -0.6 -0.44
C -1.880 0.960 -1.736 -2.5 -1.8 0.1 0.31
C -1.425 -0.327 -2.380 -1.9 0.1 -3.1 -0.51
O -1.812 -1.394 -1.548 1.2 0.1 0.1 -0.24
C -2.904 -2.064 -2.044 2.3 0.6 -3.3 -0.96
H 0.146 3.620 -5.078 2.0 0.6 -0.4 0.33
H -1.419 2.631 -5.691 3.4 0.4 2.5 0.15
H -0.415 2.042 -3.953 -0.5 3.3 -2.0 0.00
H -2.218 5.184 -2.784 0.1 1.7 0.8 0.47
H -0.818 3.884 -2.450 0.5 1.5 0.4 0.29
H -3.785 3.525 -2.123 -0.4 -0.5 -1.0 0.54
H -2.428 3.423 -1.035 -0.8 -1.6 -2.4 0.06
H -2.416 0.637 -0.814 -0.3 0.2 -0.6 0.13
H -1.225 1.593 -1.336 3.7 2.1 1.4 0.08
H -0.437 -0.437 -2.729 1.8 0.1 0.7 0.25
H -1.894 -0.395 -3.519 0.3 0.1 2.9 0.25
H -3.587 -2.229 -1.388 -3.2 -2.8 5.9 0.40
H -2.586 -2.994 -2.573 -0.9 1.0 -0.3 0.24
H -3.641 -1.328 -2.360 0.4 0.4 -2.7 0.35
C 3.860 -5.011 -2.234 -0.4 1.0 0.6 -1.22
Ge 3.066 -3.184 -2.143 -0.2 -0.1 -0.5 0.31
C 1.736 -3.052 -3.570 1.3 3.3 -1.7 -1.31
C 4.350 -1.850 -2.915 0.5 -0.4 3.4 -0.97
C 2.562 -2.741 -0.335 1.3 0.4 1.8 -0.49
H 4.565 -5.178 -3.051 -0.3 -0.3 0.2 0.39
H 3.116 -5.783 -2.016 0.3 -0.1 -0.4 0.35
H 4.353 -4.777 -1.298 0.8 -0.8 0.3 0.39
H 0.929 -3.693 -3.571 -1.8 -1.5 0.1 0.49
H 2.332 -3.196 -4.505 -0.3 -0.5 0.6 0.40
H 1.353 -1.985 -3.814 0.4 -1.5 1.0 0.25
H 4.224 -1.943 -3.970 0.8 0.0 -0.7 0.39
H 5.380 -1.826 -2.353 -1.8 -0.1 -1.8 0.30
H 3.795 -0.979 -2.574 0.2 0.6 -0.2 0.11
H 3.496 -2.147 0.269 -3.2 -1.6 -1.4 -0.05
```
Forces are in eV/Å.

As for the charge: -1. The calculation puts the HOMO-LUMO gap (alpha / beta) at 4.92 / 4.92 eV.



No. 2
Here is a molecular structure, C29H45BLaO2P2 at a distorted geometry from the Open Molecules 2025 dataset. Energies are from ωB97M-V with the def2-TZVPD basis set.

```
80
Properties=species:S:1:pos:R:3:forces:R:3:mulliken_charge:R:1
La 0.031 1.679 0.846 -2.9 -3.9 1.5 1.07
C 2.103 2.076 -0.682 0.0 1.2 0.4 0.46
C 1.014 2.916 -1.095 1.1 0.6 0.6 0.13
C 1.657 3.601 1.034 1.2 0.0 -1.5 0.22
C 2.504 2.514 0.621 0.0 1.3 -1.3 0.74
C 0.763 3.884 -0.051 1.1 -0.2 -0.7 0.71
C 2.799 1.026 -1.492 0.4 -0.2 -0.3 -1.24
H 2.098 0.448 -2.103 0.2 0.1 0.2 -0.01
H 3.337 0.324 -0.840 -0.3 0.1 -0.2 0.32
H 3.549 1.439 -2.200 -0.4 0.1 0.4 0.38
C 3.844 2.214 1.186 0.3 -0.3 0.5 -1.59
H 4.629 2.552 0.482 -0.3 -0.2 0.3 0.30
H 3.969 1.145 1.369 0.2 0.0 0.0 0.21
H 3.990 2.728 2.140 0.1 -0.1 -0.1 0.48
C 1.828 4.380 2.298 -0.1 0.1 0.1 -1.17
H 2.894 4.621 2.450 -0.5 0.0 0.0 0.32
H 1.485 3.821 3.187 0.1 0.2 -0.2 0.08
H 1.244 5.307 2.230 0.3 -0.2 0.2 0.41
C -0.274 4.958 -0.075 0.0 0.1 0.0 -1.35
H 0.138 5.872 0.370 -0.3 -0.2 0.0 0.43
H -1.187 4.680 0.469 -0.1 0.2 0.0 0.24
H -0.564 5.189 -1.102 0.0 0.0 0.1 0.35
C 0.200 2.722 -2.325 -0.3 0.2 -0.5 -1.42
H -0.154 3.693 -2.699 0.0 -0.3 0.0 0.52
H -0.694 2.088 -2.149 0.2 0.2 -0.2 0.18
H 0.785 2.252 -3.129 -0.2 0.1 0.3 0.39
C 1.236 -2.809 -1.067 0.1 0.5 0.2 -0.76
C 1.485 -2.073 -2.162 1.1 -1.5 -0.2 -0.57
C 0.472 -1.320 -2.969 0.0 0.3 -0.5 0.59
C -0.838 -2.106 -3.163 -0.2 -0.7 -0.9 -1.55
C -2.006 -1.664 -2.283 0.9 0.6 -0.1 0.12
C -1.595 -0.711 -1.139 -0.5 -0.8 -0.6 0.07
C -0.410 -1.020 -0.173 -1.2 -0.4 -2.3 -0.83
C 0.066 -2.501 -0.162 -0.4 0.4 0.0 -0.47
H 0.862 -1.118 -3.976 0.2 -0.2 0.3 0.69
H -0.646 -3.183 -3.050 0.3 0.3 0.1 0.29
H 0.304 -0.321 -2.561 -0.4 -0.1 -0.1 -0.94
H -0.808 -3.113 -0.415 0.4 0.2 0.3 -0.85
H 1.900 -3.619 -0.697 -0.1 1.0 -0.4 0.40
H 2.472 -2.190 -2.646 -0.6 -0.1 0.2 0.37
H 0.341 -2.748 0.874 0.0 -0.1 -0.3 0.94
H 0.488 -0.378 -0.414 -0.8 -0.7 0.2 -0.79
H -1.490 0.304 -1.602 -0.2 -0.7 0.5 -0.70
H -0.751 -0.823 0.885 0.0 0.2 -0.9 1.48
H -1.168 -2.021 -4.209 0.2 0.1 0.1 0.43
H -2.702 -1.122 -2.961 0.2 0.0 0.6 0.75
P -3.105 -2.990 -1.693 0.6 1.0 0.3 1.09
C -2.272 -4.535 -1.282 0.0 -0.8 0.0 -1.52
C -4.291 -3.245 -3.042 -0.5 -0.4 0.2 -1.32
P -3.181 -0.451 0.043 1.8 2.6 1.2 1.41
C -3.671 -2.257 -0.141 -0.4 -0.8 0.1 -1.58
C -4.204 0.392 -1.216 -0.3 0.4 0.3 -1.46
C -4.238 -0.088 1.550 -1.9 -1.0 0.1 -1.50
H -2.000 -4.559 -0.221 -0.1 0.1 -0.3 0.59
H -1.364 -4.681 -1.875 -0.2 0.0 0.0 0.42
H -2.926 -5.396 -1.432 -0.1 0.1 -0.2 0.45
H -4.996 -4.035 -2.757 0.1 0.1 -0.1 0.47
H -3.768 -3.559 -3.955 0.1 0.0 0.3 0.41
H -4.865 -2.343 -3.291 0.3 -0.1 0.3 0.38
H -5.187 -0.672 1.547 0.0 0.3 0.4 0.40
H -4.493 0.985 1.559 0.3 -0.3 -0.1 0.38
H -3.691 -0.317 2.477 0.0 0.0 -0.5 0.31
H -3.182 -2.833 0.667 -0.3 0.2 -0.3 0.42
H -4.752 -2.410 -0.051 0.1 0.2 0.2 0.71
H -4.525 1.329 -0.739 -0.2 -0.3 -0.3 0.43
H -5.088 -0.200 -1.488 0.0 0.2 0.0 0.32
H -3.640 0.665 -2.112 -0.1 -0.2 0.1 0.33
O 1.244 0.515 2.613 0.7 -0.4 1.5 -0.32
B 1.384 -0.557 1.645 0.5 1.6 0.1 0.85
O 2.294 -1.463 2.140 -0.1 -0.4 0.2 -0.38
C 2.783 -0.956 3.317 0.5 0.4 0.3 0.53
C 3.853 -1.424 4.048 0.0 -0.3 0.0 -0.85
C 4.344 -0.579 5.054 0.1 -0.4 0.1 -0.51
C 3.773 0.666 5.301 -0.5 0.5 0.2 -0.65
C 2.639 1.109 4.588 0.3 -0.6 -0.1 -0.89
C 2.182 0.255 3.609 0.2 0.4 0.0 0.57
H 4.263 -2.411 3.801 0.1 0.6 0.3 0.46
H 5.179 -0.925 5.670 -0.3 0.2 -0.3 0.38
H 4.183 1.324 6.075 -0.1 -0.4 -0.3 0.40
H 2.123 2.050 4.741 0.3 0.0 0.2 0.44
```
Forces are in eV/Å.

As for the charge: +1. The calculation puts the HOMO-LUMO gap (alpha / beta) at 5.03 / 5.03 eV.